1.
Molecular formula: C10H21N2S
Method: DFT, the ωB97M-V functional and the def2-TZVPD basis

Last column: Mulliken charge in e.
Element x y z (Å)
C (0.83, -1.83, 1.01)  -1.23
C (0.31, -0.91, -0.10)  1.44
C (0.76, 0.72, -0.82)  -1.02
C (-0.54, -1.70, -1.06)  -1.82
C (-1.86, -0.52, 2.56)  -0.90
C (0.51, 2.69, -2.24)  -1.58
C (1.33, 0.52, -3.23)  -1.45
C (-1.48, 0.93, 2.30)  -0.66
C (-0.18, 1.09, 1.53)  -0.62
C (0.40, 1.16, -2.20)  0.58
N (1.47, -3.43, 2.92)  -0.47
N (-0.26, 0.44, 0.21)  0.39
S (0.58, -3.55, 1.68)  0.27
H (1.53, -1.38, 1.70)  0.45
H (1.69, 1.08, -0.40)  0.68
H (0.09, -2.39, -1.62)  0.41
H (-1.08, -1.09, -1.77)  0.39
H (-1.26, -2.31, -0.51)  0.53
H (-1.07, -1.03, 3.11)  0.21
H (-2.77, -0.56, 3.16)  0.43
H (-2.05, -1.06, 1.64)  0.21
H (0.20, 3.05, -3.21)  0.44
H (1.54, 3.00, -2.08)  0.38
H (-0.11, 3.16, -1.48)  0.36
H (2.37, 0.75, -3.00)  0.37
H (1.10, 0.90, -4.22)  0.43
H (1.22, -0.56, -3.24)  0.31
H (-1.36, 1.44, 3.26)  0.40
H (-2.29, 1.44, 1.77)  0.33
H (0.04, 2.15, 1.37)  0.31
H (0.65, 0.64, 2.08)  0.39
H (-0.63, 0.88, -2.43)  0.24
H (1.52, -4.26, 3.49)  0.31
H (-1.22, 0.55, -0.16)  0.51

The value obtained for the HOMO energy (spin up / spin down) is -11.67 / -11.79 eV. As for the total charge: +1. For the energy above the lowest of the compared OMol25 structures with the same formula, charge and spin, the calculation gives 24.5 kcal per mole. Its calculated total energy is -900.92132 a.u. The LUMO energy (spin up / spin down) is -4.226 / -3.743 eV. Its orbital gap (spin up / spin down) is 7.4 / 8.0 eV.

2.
Molecular formula: C4H5O2Sm
Method: DFT, the ωB97M-V functional and the def2-TZVPD basis

Last column: Mulliken charge in e.
Element x y z (Å)
H (1.70, -1.84, 1.03)  0.26
C (2.69, -1.16, 1.39)  -0.82
C (1.69, -0.29, 1.62)  0.53
O (0.94, 0.25, 2.36)  -0.47
Sm (-1.36, 1.73, 2.54)  1.08
H (3.25, -1.07, 0.45)  0.45
O (5.96, -1.46, 2.68)  -0.23
C (4.87, -2.02, 2.67)  0.60
C (4.02, -2.96, 2.99)  -0.52
H (6.20, -0.95, 1.87)  0.45
H (3.37, -2.79, 3.86)  0.34
H (4.02, -3.90, 2.44)  0.33

The value obtained for the HOMO energy (spin up / spin down) is -10.87 / -16.56 eV. Its multiplicity is 8. As for the total charge: +2. For the energy above the lowest of the compared OMol25 structures with the same formula, charge and spin, the calculation gives 63.4 kcal per mole. Its calculated total energy is -962.94061 a.u. The LUMO energy (spin up / spin down) is -8.174 / -8.112 eV. As for the expectation value of S²: 15.757. Its orbital gap (spin up / spin down) is 2.7 / 8.4 eV.